Molecular formula: CH6MgN2O3P2
Method: DFT, ωB97M-V/def2-TZVPD

```
15
Properties=species:S:1:pos:R:3:forces:R:3:nbo_charge:R:1
N -0.86857 -1.95649 -0.65256 0.646 0.026 -0.259 -1.117
P -1.28815 -1.29205 0.63574 1.149 -0.787 0.221 1.738
O -0.43316 -0.27242 1.46376 -0.598 0.311 -0.004 -0.776
C -0.10974 0.95230 0.82285 0.265 0.593 -0.357 1.038
O -0.91061 1.53062 0.15640 0.451 -0.525 0.604 -0.538
O 1.14696 1.24006 1.10597 -0.707 0.205 0.266 -0.733
P 2.19598 1.06715 -0.17695 0.252 -0.550 -0.782 1.586
N 1.58896 0.03863 -1.16184 -0.107 0.134 -0.133 -1.345
H 0.08175 -1.72922 -1.01046 -0.511 -0.004 -0.235 0.476
H -1.83555 -2.12133 1.60048 -0.455 0.153 0.114 0.030
H -2.56959 -0.41508 0.17061 -1.093 0.112 -0.091 -0.455
H 2.43552 2.34788 -0.65127 0.066 0.320 0.094 -0.022
H 3.29542 0.66540 0.55708 0.142 0.049 0.296 -0.021
H 1.47215 0.40018 -2.10492 -0.040 -0.176 0.076 0.413
Mg -4.20137 -0.45561 -0.75491 0.541 0.140 0.190 1.726
```
Positions in Å, forces in eV/Å.

Calculated values
- Kohn-Sham gap: 4.08 eV
- Highest occupied orbital energy: -0.5939 hartree
- DFT total energy: -1258.9767 Eh
- ΔE to the lowest compared entry with this formula, charge and spin: 17.9 kJ/mol
- Total charge: +2
- E_LUMO: -0.444 Ha


Molecular formula: CH6N2
Method: DFT, ωB97M-V/def2-TZVPD

```
9
Properties=species:S:1:pos:R:3:forces:R:3:nbo_charge:R:1
N -0.39026 1.07303 -0.46143 -0.284 -0.184 -0.649 -0.864
C 0.14411 -0.26883 -0.50930 0.428 0.397 0.275 -0.059
N 0.42734 -0.93723 0.75362 -0.188 -0.386 -0.035 -0.849
H -1.35622 1.14724 -0.18775 0.083 0.076 0.287 0.360
H 0.21279 1.75350 -0.03345 -0.079 0.037 0.189 0.360
H -0.51952 -0.90776 -1.08604 -0.065 0.006 -0.059 0.180
H 1.08445 -0.19419 -1.05242 0.080 -0.093 -0.125 0.170
H 0.80142 -0.29783 1.44074 0.027 0.038 0.004 0.351
H -0.40412 -1.36792 1.13603 -0.002 0.109 0.113 0.351
```
Positions in Å, forces in eV/Å.

Calculated values
- Kohn-Sham gap: 10.09 eV
- Highest occupied orbital energy: -0.3262 hartree
- SMILES: NCN
- DFT total energy: -151.1980 Eh
- ΔE to the lowest compared entry with this formula, charge and spin: 2.6 kJ/mol
- E_LUMO: 0.045 Ha


Molecular formula: CH6N2
Method: DFT, ωB97M-V/def2-TZVPD

```
9
Properties=species:S:1:pos:R:3:forces:R:3:nbo_charge:R:1
C -1.04486 -0.12268 0.12741 2.779 -0.587 3.339 -0.436
N 1.45625 -0.11714 -0.18388 1.132 2.104 -1.399 -0.656
N 0.36329 0.27773 0.61311 -2.383 -2.120 -0.811 -0.474
H -0.83425 -1.03570 -0.41426 -0.797 -0.451 0.306 0.192
H -1.63195 -0.13793 1.08151 0.396 -1.119 -0.726 0.198
H -1.62295 0.52347 -0.41156 -0.818 2.181 -2.294 0.172
H 1.40347 -0.99478 -0.64717 -0.830 -1.720 1.058 0.344
H 1.53633 0.38720 -1.08363 -0.213 0.904 0.611 0.303
H 0.37467 1.21985 0.91847 0.734 0.809 -0.083 0.355
```
Positions in Å, forces in eV/Å.

Calculated values
- Kohn-Sham gap: 9.46 eV
- Highest occupied orbital energy: -0.3057 hartree
- SMILES: CNN
- DFT total energy: -151.1248 Eh
- ΔE to the lowest compared entry with this formula, charge and spin: 194.7 kJ/mol
- E_LUMO: 0.042 Ha


Molecular formula: CH6N2O
Method: DFT, ωB97M-V/def2-TZVPD

```
10
Properties=species:S:1:pos:R:3:forces:R:3:nbo_charge:R:1
C -0.11471 1.65698 0.60627 -0.051 0.839 -0.228 -0.414
H 0.51225 1.93016 -0.27055 -0.389 -0.276 0.535 0.194
H -1.10837 2.10942 0.43661 0.422 -0.243 0.060 0.195
H 0.32481 2.14947 1.49751 -0.151 -0.200 -0.325 0.166
H 0.67374 -0.17674 0.90831 0.140 -0.070 -0.097 0.341
H -0.78875 -0.05750 1.51494 -0.252 0.143 -0.004 0.352
H 0.80414 -2.10899 -1.15911 0.874 -2.130 2.879 0.288
N -0.24032 0.20852 0.70771 0.337 -0.254 0.064 -0.831
N 0.24419 -2.36085 -1.94058 -1.777 3.311 -4.986 -0.061
O -0.30697 -3.35048 -2.30110 0.847 -1.120 2.101 -0.229
```
Positions in Å, forces in eV/Å.

Calculated values
- Kohn-Sham gap: 8.56 eV
- Highest occupied orbital energy: -0.3141 hartree
- SMILES: N=O.CN
- DFT total energy: -226.3027 Eh
- ΔE to the lowest compared entry with this formula, charge and spin: 432.8 kJ/mol
- E_LUMO: 0.001 Ha


Molecular formula: CH6N2O
Method: DFT, ωB97M-V/def2-TZVPD

```
10
Properties=species:S:1:pos:R:3:forces:R:3:lowdin_spin:R:1
N 1.00323 0.38531 1.34736 -1.309 1.081 -1.677 0.277
C 0.67645 1.17506 0.34015 0.787 -0.287 1.237 0.060
N -0.47558 0.93647 -0.27896 0.271 0.145 -0.437 0.615
H 0.29133 -0.31266 1.54202 0.416 -0.458 0.604 0.002
H 1.85954 0.52800 1.84694 0.429 -0.315 0.502 0.006
H 1.33849 2.00212 0.08970 0.040 -0.036 -0.044 0.003
H -0.39763 1.34866 -1.21516 -0.542 -0.066 -0.185 0.015
H -0.70188 -1.21542 -0.82998 -0.039 0.963 0.682 0.004
H -1.86444 -2.24593 -0.88170 0.451 0.308 -0.112 0.000
O -0.99830 -2.00015 -1.24864 -0.503 -1.336 -0.571 0.019
```
Positions in Å, forces in eV/Å.

Calculated values
- Kohn-Sham gap (spin up / spin down): 9.95 / 5.77 eV
- Expectation value of S²: 0.77
- Highest occupied orbital energy (spin up / spin down): -0.5556 / -0.5544 hartree
- DFT total energy: -226.0954 Eh
- 2S+1: 2
- ΔE to the lowest compared entry with this formula, charge and spin: 30.5 kJ/mol
- Total charge: +1
- E_LUMO (spin up / spin down): -0.190 / -0.342 Ha


Molecular formula: CH6N2O2
Method: DFT, ωB97M-V/def2-TZVPD

```
11
Properties=species:S:1:pos:R:3:forces:R:3:nbo_charge:R:1
C -1.64492 -1.04433 0.16380 0.075 -0.822 0.274 -0.523
N -1.60671 0.38828 0.22001 0.292 1.662 0.967 0.166
N 2.23307 0.56955 -0.85199 0.267 0.212 -0.152 -0.513
O 1.08852 0.34277 -0.07871 -0.909 0.543 1.153 -0.608
O -1.18806 0.88962 1.25298 -0.680 -1.113 -1.155 -0.330
H 0.84118 1.05137 0.59878 1.105 -0.863 -1.409 0.463
H 3.06369 0.54010 -0.26577 -0.210 0.217 0.017 0.330
H 2.15800 1.45979 -1.34149 0.032 -0.112 0.302 0.331
H -2.61090 -1.33131 -0.25401 0.003 0.064 0.008 0.223
H -0.87903 -1.32572 -0.56253 -0.005 0.045 -0.014 0.259
H -1.45484 -1.54011 1.11893 0.030 0.165 0.010 0.203
```
Positions in Å, forces in eV/Å.

Calculated values
- Kohn-Sham gap: 9.26 eV
- Highest occupied orbital energy: -0.3381 hartree
- SMILES: CN=O.NO
- DFT total energy: -301.5249 Eh
- ΔE to the lowest compared entry with this formula, charge and spin: 575.6 kJ/mol
- E_LUMO: 0.002 Ha


Molecular formula: CH6N2O2S
Method: DFT, ωB97M-V/def2-TZVPD

```
12
Properties=species:S:1:pos:R:3:forces:R:3:nbo_charge:R:1
C 1.53912 -1.27856 2.17213 0.833 -0.928 -1.488 -0.472
N -2.13622 1.43323 -1.57263 -1.675 -0.795 -1.904 -0.478
N 0.47732 -0.74563 1.34917 -0.244 1.394 -0.367 -0.498
O -0.84408 1.61760 -1.88489 0.896 0.556 0.292 -0.159
O -0.16351 0.52164 -2.62125 -3.380 1.428 -2.986 -0.493
S 0.38752 0.78690 0.95233 0.256 -1.428 0.719 0.310
H 2.10098 -0.59816 2.83438 -0.176 0.000 -0.561 0.202
H 1.09321 -2.09623 2.74260 0.175 0.022 0.036 0.220
H 2.21128 -1.79075 1.35247 -0.852 0.882 1.753 0.237
H -2.36024 0.73081 -0.85626 0.789 0.064 -0.352 0.345
H -2.69631 1.24743 -2.46387 0.970 0.314 1.660 0.342
H 0.39095 0.17171 -2.00418 2.408 -1.507 3.198 0.445
```
Positions in Å, forces in eV/Å.

Calculated values
- Kohn-Sham gap: 7.33 eV
- Highest occupied orbital energy: -0.3169 hartree
- SMILES: CN=S.NOO
- DFT total energy: -699.6397 Eh
- ΔE to the lowest compared entry with this formula, charge and spin: 553.1 kJ/mol
- E_LUMO: -0.048 Ha


Molecular formula: CH6N2OS
Method: DFT, ωB97M-V/def2-TZVPD

```
11
Properties=species:S:1:pos:R:3:forces:R:3:nbo_charge:R:1
C 0.49471 1.38033 0.31407 0.243 -0.124 -1.872 -0.445
N 0.35590 -2.11708 -0.19365 -3.083 4.454 0.641 -1.108
N -0.07594 0.21755 0.92291 -2.132 -0.039 -0.233 -0.822
O -1.00832 0.11599 -1.46806 0.311 0.207 -0.540 -0.914
S -0.68567 -0.67906 -0.31679 1.014 -6.456 0.797 1.845
H -0.27305 2.08529 0.24944 -0.926 1.662 0.304 0.203
H 1.33722 1.73619 0.85934 0.659 0.178 0.096 0.219
H 0.61848 1.12253 -0.76718 1.318 0.912 0.884 0.214
H 0.66780 -2.42111 -1.09674 -0.245 0.007 -0.983 0.358
H 0.55541 -0.36485 1.38842 1.249 -1.113 0.777 0.416
H -1.98652 -1.07577 0.10823 1.592 0.311 0.129 0.034
```
Positions in Å, forces in eV/Å.

Calculated values
- Kohn-Sham gap: 9.63 eV
- Highest occupied orbital energy: -0.3316 hartree
- SMILES: CN[S@H](=N)=O
- DFT total energy: -624.4918 Eh
- ΔE to the lowest compared entry with this formula, charge and spin: 407.5 kJ/mol
- E_LUMO: 0.022 Ha


Molecular formula: CH6N2OSSi
Method: DFT, ωB97M-V/def2-TZVPD

```
12
Properties=species:S:1:pos:R:3:forces:R:3:nbo_charge:R:1
C -1.56706 0.05632 -0.03488 -0.968 -0.986 0.317 0.673
N -2.62124 -0.83517 0.05388 -0.454 3.168 1.160 -0.829
N -0.39422 -0.16738 -0.43348 3.019 -0.155 -1.019 -0.975
O -1.71425 1.32574 0.40007 -0.939 1.202 -0.200 -0.822
Si 0.00815 1.56312 -0.08942 -2.431 -3.053 -0.322 1.539
S 2.83387 -0.79497 -0.40550 -0.082 -0.322 -0.978 -0.272
H -2.73963 -1.75815 -0.27435 0.753 -0.598 -0.496 0.417
H -3.44709 -0.37442 0.42089 0.089 -0.450 -0.195 0.395
H 3.27582 -0.13709 0.61461 0.964 0.778 1.014 0.119
H 0.49871 1.99484 1.15785 1.003 0.385 1.022 -0.218
H 0.47124 2.33089 -1.22706 -0.161 0.401 -0.279 -0.193
H 1.74685 -1.01395 0.30325 -0.793 -0.369 -0.025 0.165
```
Positions in Å, forces in eV/Å.

Calculated values
- Kohn-Sham gap: 9.99 eV
- Highest occupied orbital energy: -0.3448 hartree
- DFT total energy: -914.1329 Eh
- ΔE to the lowest compared entry with this formula, charge and spin: 106.0 kJ/mol
- E_LUMO: 0.022 Ha


Molecular formula: CH6N2P2
Method: DFT, ωB97M-V/def2-TZVPD

```
11
Properties=species:S:1:pos:R:3:forces:R:3:nbo_charge:R:1
C -1.62675 -0.26509 -0.38824 -1.600 -1.340 -0.574 -0.434
N 2.48544 0.45227 0.16883 1.541 -1.299 -0.193 -1.244
N -0.39079 -0.26249 0.29051 3.182 1.784 -0.381 -0.829
P 2.72622 -1.06800 -0.22191 -1.192 0.477 0.561 0.835
P 1.24722 1.41869 -0.16528 -3.551 -1.045 0.494 0.896
H -2.28764 0.53063 -0.15247 -0.407 1.572 -0.353 0.170
H -1.56986 -0.45379 -1.48396 0.197 0.406 0.718 0.191
H -2.29684 -1.07926 -0.01241 0.763 -0.242 -0.128 0.182
H -0.42625 0.25453 1.15470 -0.636 -0.242 0.452 0.339
H 1.27232 -1.42135 -0.33736 1.163 -0.033 -0.258 -0.028
H 0.86692 1.89384 1.14758 0.539 -0.038 -0.338 -0.077
```
Positions in Å, forces in eV/Å.

Calculated values
- Kohn-Sham gap (spin up / spin down): 7.06 / 7.06 eV
- Highest occupied orbital energy (spin up / spin down): -0.2966 / -0.2965 hartree
- DFT total energy: -833.7841 Eh
- ΔE to the lowest compared entry with this formula, charge and spin: 245.1 kJ/mol
- E_LUMO (spin up / spin down): -0.037 / -0.037 Ha


Going through the records in order, we get max |F| values of 1.410; 0.732; 4.384; 6.244; 2.387; 1.988; 4.730; 6.584; 3.916; 3.734 eV/Å.